1.
Molecular formula: C19H50FeO7
Method: DFT, wB97M-V/def2-TZVPD

Values from the calculation:
* spin multiplicity: 6
* HOMO (spin up / spin down): -2.17 / -1.81 eV
* net charge: -1
* total energy: -69225.1574 eV
* largest force on an atom: 0.0886 Eh/bohr

Geometry as XYZ:
```
77
Properties=species:S:1:pos:R:3:forces:R:3:mulliken_spin:R:1
Fe -1.12610 0.26668 -4.30520 -0.5 0.2 3.5 4.854
C -0.57512 0.45306 0.14458 0.3 1.5 -0.2 0.014
C -1.05689 1.31174 -1.11601 -0.2 -2.0 2.1 0.056
O -1.34208 0.39429 -2.08042 0.5 -0.3 -4.5 0.013
H 0.17371 -0.28017 -0.15498 -0.2 -0.1 -0.1 -0.013
H -1.32573 -0.00713 0.78717 -0.4 -0.3 -0.9 -0.008
H -0.11438 1.14558 0.84902 0.5 0.4 0.1 -0.002
H -0.29881 2.05786 -1.35416 0.3 0.2 -0.1 0.008
H -1.97496 1.80848 -0.80213 -0.2 0.5 0.0 -0.001
C -4.29862 0.00162 1.12860 -0.3 0.5 0.5 0.008
C -4.29666 -1.27158 0.28879 0.8 0.8 -2.8 -0.004
O -4.20176 -1.12198 -1.09494 -0.4 1.0 0.9 0.060
H -3.36739 0.55595 1.24525 0.4 -0.2 -0.3 -0.006
H -4.60789 -0.25877 2.14085 -0.1 0.0 0.4 0.003
H -5.02304 0.73452 0.77340 -0.3 -0.1 -0.2 0.000
H -5.27033 -1.71740 0.49206 -0.1 -1.0 0.8 0.004
H -3.37791 -1.81160 0.51762 -0.1 -0.9 1.2 -0.002
C -5.41396 3.52632 -3.12318 0.6 -0.5 -0.7 -0.003
C -4.46434 2.76618 -2.17363 -1.5 -0.4 -0.9 0.001
C -4.60807 3.20599 -0.74685 1.4 1.5 1.4 0.002
O -4.83592 1.39906 -2.22541 -0.6 0.9 -0.5 -0.001
H -5.13589 4.54247 -3.40285 0.0 0.4 0.9 0.000
H -6.45315 3.43288 -2.80783 0.0 0.2 0.0 0.000
H -5.29755 3.08281 -4.11204 -0.3 -0.7 0.0 0.002
H -3.48464 2.77398 -2.65136 0.6 0.8 0.7 0.002
H -4.19704 4.18645 -0.50628 0.1 0.7 -0.7 -0.001
H -3.98037 2.64879 -0.05142 -0.3 -0.8 -0.2 -0.002
H -5.61037 3.29869 -0.32864 -0.3 -0.7 -0.5 0.000
H -4.49593 1.02617 -1.40872 0.2 -1.7 0.0 0.001
C -1.55624 -3.41132 3.39168 -1.3 -0.1 -0.5 0.000
C -0.54992 -2.49593 2.78818 1.3 1.0 0.4 0.000
C 0.83869 -2.57781 3.33780 0.5 0.6 1.8 0.000
O -0.27909 -2.48577 1.41719 -1.3 -0.8 -1.2 -0.001
H -1.59070 -4.38579 2.90454 0.1 -0.2 0.5 0.000
H -2.53181 -2.93704 3.28476 -0.3 -0.3 -0.6 0.000
H -1.47396 -3.38206 4.47818 0.6 -0.6 0.1 0.000
H -0.94456 -1.51938 3.06874 0.2 0.6 -0.2 0.000
H 1.37376 -3.52502 3.26995 -0.4 -0.3 -0.2 0.000
H 0.81200 -2.29409 4.38988 0.4 0.0 0.2 0.000
H 1.39843 -1.83413 2.77058 0.4 0.1 0.4 0.000
H 0.65188 -2.71278 1.35913 -0.3 0.0 -0.8 0.000
C 1.78958 1.17636 4.18297 -1.1 2.8 0.0 0.000
C 2.19452 1.09774 2.69457 -1.3 -0.1 0.7 -0.002
C 2.34042 2.42299 1.89963 -0.9 -1.2 0.5 0.000
O 3.40692 0.45902 2.65435 2.1 -1.0 -0.5 0.000
H 1.22647 0.42585 4.73770 0.5 -0.7 -0.7 0.000
H 1.11932 2.03415 4.23813 -0.7 0.2 -0.1 0.000
H 2.55936 1.62035 4.81418 0.7 -0.6 0.0 0.000
H 1.46605 0.45571 2.19937 0.0 0.1 -0.2 0.002
H 1.33663 2.81809 1.74346 0.2 0.6 0.1 0.000
H 2.73509 2.17068 0.91542 0.0 -0.1 0.0 0.001
H 3.05551 3.08326 2.39032 -0.3 0.3 0.1 0.000
H 4.01612 1.18165 2.82249 0.7 -0.3 0.1 0.000
C 3.47213 -3.72241 -1.33785 0.8 0.1 0.1 0.001
C 2.66180 -2.83051 -0.33952 -1.0 -1.7 -3.2 0.000
C 3.31349 -1.67821 0.28377 1.4 0.5 0.8 0.000
O 1.55322 -2.41673 -1.15534 -1.0 -0.7 1.6 0.000
H 3.21174 -4.77794 -1.41633 -0.4 -0.1 0.8 0.000
H 4.54500 -3.69127 -1.14786 0.2 0.1 -0.1 0.000
H 3.26165 -3.42063 -2.36388 0.3 0.6 0.1 -0.001
H 2.32195 -3.51492 0.43778 -0.6 0.1 0.0 0.000
H 2.56218 -0.94619 0.58003 0.2 0.0 0.0 0.000
H 4.09872 -1.22910 -0.32436 -0.2 0.3 -0.4 0.000
H 3.85847 -2.02865 1.16030 -0.1 0.2 0.3 0.000
H 1.82723 -1.79647 -1.83491 0.4 0.1 0.0 0.008
C 3.95530 0.63743 -4.21721 -0.1 0.2 -0.3 -0.010
C 3.48947 0.30216 -2.74415 1.2 2.4 -2.6 0.001
C 2.79509 1.55060 -2.11685 1.2 -1.9 -0.3 -0.013
O 2.61425 -0.77380 -2.97087 0.1 0.2 0.0 -0.014
H 4.25868 -0.25059 -4.77172 0.8 -0.4 0.5 0.001
H 4.68890 1.42488 -4.38997 0.2 -0.1 0.5 0.001
H 3.12700 0.92062 -4.86669 -0.7 0.5 0.4 0.021
H 4.41628 0.01861 -2.24543 -0.3 -0.2 0.6 -0.002
H 2.71578 1.20657 -1.08561 -0.9 0.8 0.2 -0.001
H 1.87608 1.72751 -2.67561 -0.2 0.0 0.5 0.024
H 3.45412 2.41397 -2.20840 0.0 0.0 0.2 0.001
H 2.58823 -0.66059 -3.92382 -1.1 -1.2 -0.1 -0.004
```
Forces are in eV/Å.


2.
Molecular formula: C28H29BN6PbSi
Method: DFT, wB97M-V/def2-TZVPD

Values from the calculation:
* HOMO (spin up / spin down): -13.31 / -13.31 eV
* net charge: +2
* total energy: -52229.3502 eV
* largest force on an atom: 0.0900 Eh/bohr

Geometry as XYZ:
```
66
Properties=species:S:1:pos:R:3:forces:R:3:nbo_charge:R:1
H -2.01392 -2.36449 0.46991 0.3 -0.2 -0.3 0.221
N -0.53763 -2.47344 -1.08477 -0.3 0.6 0.0 -0.399
B 0.68598 -2.99646 -3.30622 0.6 -1.5 0.5 0.552
N -0.50268 -3.16229 -2.29322 -0.2 1.1 0.7 -0.309
C -1.63470 -3.88558 -2.42670 0.4 0.7 1.0 0.048
Pb 0.44012 -0.12805 -0.40719 0.6 -3.2 -3.3 1.562
H -1.80413 -4.46678 -3.32332 0.1 0.0 0.2 0.252
C -2.41375 -3.68501 -1.27773 0.0 -0.2 -0.5 -0.337
H -3.36961 -4.12426 -1.05818 0.0 -0.1 0.0 0.252
C -1.70649 -2.78925 -0.48867 0.2 -0.2 -0.4 -0.036
H 0.47990 -3.71202 -4.27214 0.0 0.6 0.3 -0.011
C 2.99909 0.39591 -0.01048 -0.2 -2.7 2.0 -1.055
H 2.96585 0.81006 0.95922 0.9 0.8 1.1 0.224
H 3.40259 1.15927 -0.74645 -1.7 -1.2 -0.3 0.377
H 3.63550 -0.49445 -0.09340 1.5 0.4 0.0 0.273
N 1.97712 -3.53827 -2.58605 0.4 0.0 0.2 -0.348
N 0.80982 -1.50005 -3.70962 -0.3 1.3 1.1 -0.299
N 2.34178 -2.93298 -1.42813 0.1 0.7 0.1 -0.340
N 0.94954 -0.47800 -2.77022 0.3 0.6 0.1 -0.435
C 2.88036 -4.54762 -2.89551 -0.6 1.2 0.7 -0.008
C 0.77926 -0.93975 -4.93658 0.1 -0.3 0.7 0.059
H 2.72303 -5.16149 -3.78446 0.2 0.3 0.5 0.240
H 0.63930 -1.55754 -5.81473 0.1 0.1 0.2 0.260
C 3.84900 -4.52560 -1.89572 -0.3 -0.1 -0.5 -0.332
C 0.94382 0.42382 -4.81791 0.3 0.9 0.8 -0.324
C 3.47036 -3.49773 -1.01180 -0.7 -0.6 -1.3 -0.060
C 1.08206 0.69298 -3.44488 -0.6 -1.9 -1.0 -0.032
H 4.71945 -5.14399 -1.81367 0.1 -0.2 -0.1 0.244
H 0.97484 1.18362 -5.56733 0.0 0.0 -0.5 0.257
H 3.96205 -3.16139 -0.12678 0.2 0.1 0.4 0.188
H 1.26523 1.62958 -2.94186 -0.1 0.0 0.0 0.218
H 2.60966 -0.93914 0.86113 -0.7 2.2 -2.7 0.437
C -4.41532 -0.74309 3.26964 0.1 -0.2 0.3 -0.156
C -4.35850 -0.51198 1.88969 0.6 0.3 -0.2 -0.147
C -3.20838 0.05680 1.33004 -0.2 0.0 0.7 -0.185
C -2.13660 0.43198 2.17582 0.5 -0.5 -0.7 -0.615
C -2.16378 0.11521 3.54233 -0.3 -0.2 0.3 -0.171
C -3.31178 -0.46589 4.09610 0.0 0.2 -0.3 -0.185
Si -0.72444 1.41949 1.49952 -1.7 0.6 2.0 1.563
C -1.27205 2.79551 0.43881 -0.1 0.4 -0.4 -0.645
C -1.24134 2.86434 -0.96073 0.2 0.0 0.2 -0.119
C -1.65108 4.01662 -1.61839 -0.2 0.1 -0.1 -0.217
C -2.15185 5.09531 -0.88716 0.0 0.1 0.5 -0.152
C -2.24042 5.03138 0.51412 0.2 -0.6 0.0 -0.176
C -1.80189 3.87676 1.18426 0.0 0.2 -0.6 -0.175
C 0.67900 1.71174 2.64317 0.5 -0.1 -0.5 -0.578
C 1.30698 2.97024 2.60150 0.1 0.5 -0.4 -0.121
C 2.40200 3.24658 3.41948 0.0 0.2 0.2 -0.222
C 2.90010 2.25688 4.27628 0.0 -0.2 -0.2 -0.141
C 2.33053 0.97554 4.27720 -0.6 0.0 -0.2 -0.196
C 1.20713 0.70739 3.47998 0.7 0.3 0.0 -0.227
H -5.32509 -1.18221 3.70579 0.5 0.3 -0.2 0.248
H -5.19377 -0.75060 1.23731 0.1 0.0 0.2 0.235
H -3.13929 0.22509 0.25333 -0.2 0.1 0.2 0.220
H -1.28654 0.33184 4.16501 -0.6 0.0 -0.1 0.228
H -3.34472 -0.68533 5.16600 -0.1 0.1 -0.4 0.246
H -0.89655 2.00531 -1.55304 -0.1 0.4 0.1 0.174
H -1.59527 4.07199 -2.70657 -0.1 0.0 0.3 0.242
H -2.48502 6.00361 -1.39436 0.1 -0.4 0.1 0.249
H -2.65018 5.85737 1.10127 0.1 -0.2 -0.3 0.250
H -1.87583 3.81539 2.27403 0.0 0.1 -0.3 0.233
H 0.93764 3.74946 1.90440 0.3 -0.5 0.6 0.228
H 2.85757 4.24926 3.41468 -0.3 -0.6 0.0 0.251
H 3.75630 2.46476 4.92615 -0.4 0.0 -0.3 0.251
H 2.72175 0.18761 4.91471 0.0 0.2 -0.1 0.246
H 0.76791 -0.28400 3.46310 0.0 0.0 0.2 0.224
```
Forces are in eV/Å.


3.
Molecular formula: C6H11NO2
Method: DFT, wB97M-V/def2-TZVPD

Values from the calculation:
* HOMO: -9.28 eV
* net charge: 0
* total energy: -11983.0778 eV
* largest force on an atom: 0.0957 Eh/bohr
* ΔE to the lowest compared entry with this formula, charge and spin: 73.6 kcal per mole
* structure (SMILES): CN(C=O)C[C@@]1(C)CO1

Geometry as XYZ:
```
20
Properties=species:S:1:pos:R:3:forces:R:3:nbo_charge:R:1
C 0.04673 -1.21209 -0.14723 -0.6 -0.1 -0.8 0.189
C 0.82634 -1.43368 -1.37325 -0.3 0.0 -0.2 -0.110
C -0.56439 0.16255 0.10369 -0.7 -1.3 3.0 -0.222
C -0.20581 2.48288 -0.61818 0.1 0.1 0.1 -0.423
C -0.71378 -2.35345 0.48857 0.3 0.1 -0.2 -0.627
N 0.30880 1.27710 0.00370 1.0 0.7 2.2 -0.482
C 0.73186 1.43043 1.42401 2.6 2.3 -3.5 0.522
O 1.45334 -1.31290 -0.11468 0.5 0.1 0.7 -0.489
O 0.90748 2.51736 1.90965 -0.7 -0.7 0.5 -0.540
H 0.86058 -2.42324 -1.81399 0.0 0.0 0.0 0.181
H 0.99295 -0.60273 -2.05005 0.0 0.1 0.0 0.185
H -0.75371 0.17396 1.29791 -1.2 -0.9 -2.6 0.166
H -1.47653 0.30416 -0.47822 -0.1 -0.1 0.3 0.222
H 1.26406 0.51995 1.73481 -0.8 -0.2 0.6 0.155
H -0.14652 2.38081 -1.70420 0.1 0.1 0.1 0.201
H -1.24495 2.70914 -0.35471 -0.1 -0.1 0.1 0.177
H 0.40663 3.30629 -0.24747 -0.1 0.0 -0.4 0.235
H -0.18445 -3.28876 0.31921 0.0 0.0 -0.1 0.226
H -0.79776 -2.20473 1.56393 -0.1 0.0 0.1 0.215
H -1.71086 -2.43302 0.05653 -0.1 0.0 0.1 0.217
```
Forces are in eV/Å.